Entry from the OMol25 dataset: an isolated molecule of C4H10ClN at a distorted geometry (ωB97M-V with the def2-TZVPD basis set).

Geometry as XYZ:
```
16
Properties=species:S:1:pos:R:3:nbo_charge:R:1
C -2.4701 -0.6102 -0.0395 -0.399
N -1.0377 -0.8662 0.0254 -0.638
C -0.1203 0.0718 0.4800 -0.222
C 1.1847 -0.1282 -0.2653 -0.144
C 2.0776 1.1527 -0.0761 -0.632
Cl 1.9753 -1.7493 0.1061 -0.100
H -3.0325 -1.4818 0.3362 0.193
H -2.6745 0.2811 0.4323 0.189
H -2.7536 -0.4951 -1.0785 0.179
H -0.7191 -1.3337 -0.8927 0.356
H -0.4526 1.1279 0.3581 0.174
H -0.0260 -0.1004 1.6621 0.188
H 1.0554 -0.2808 -1.2604 0.192
H 1.6421 2.0566 -0.4949 0.223
H 3.1095 0.9741 -0.3383 0.228
H 2.2418 1.3814 1.0456 0.213
```

Results
Net charge: 0
SMILES: CNC[C@@H](C)Cl
LUMO level in eV: 1.00
Electronic energy in a.u.: -673.30423
ΔE to the lowest compared entry with this formula, charge and spin in kJ/mol: 144.9
Kohn-Sham gap in eV: 9.3898


Entry from the OMol25 dataset: the ion C4H10ClN2 with charge +1 at a distorted geometry (ωB97M-V with the def2-TZVPD basis set).

Geometry as XYZ:
```
17
Properties=species:S:1:pos:R:3:nbo_charge:R:1
C -1.9112 0.2163 0.4019 -0.425
N -0.4984 0.3257 0.1031 -0.332
C -0.1345 1.7266 -0.1298 -0.426
C 0.3497 -0.6467 -0.1659 0.560
N 0.0529 -1.9028 0.1586 -0.733
C 1.8712 -0.4982 -0.7738 -0.414
Cl 2.8522 0.3307 0.4684 0.022
H -1.9374 -0.2764 1.4547 0.216
H -2.5005 1.1004 0.4317 0.259
H -2.2875 -0.5718 -0.2115 0.230
H 0.9633 1.6767 -0.1896 0.234
H -0.7563 2.2741 -0.8035 0.240
H -0.4179 2.3145 0.8878 0.228
H 0.7917 -2.5361 0.0346 0.415
H -0.5932 -2.1355 0.8900 0.425
H 1.8026 0.0549 -1.6864 0.252
H 2.3532 -1.4525 -0.8703 0.249
```

Results
Net charge: +1
SMILES: CN(C)C(=[NH2+])CCl
LUMO level in eV: -3.69
Electronic energy in a.u.: -727.83808
ΔE to the lowest compared entry with this formula, charge and spin in kJ/mol: 82.6
Kohn-Sham gap in eV: 10.9004


Entry from the OMol25 dataset: a structure of composition C4H10CsO2 (ωB97M-V with the def2-TZVPD basis set).

Geometry as XYZ:
```
17
Properties=species:S:1:pos:R:3:nbo_charge:R:1
Cs -2.0952 0.3484 2.4623 0.990
C -0.1573 -2.4642 0.6416 -0.252
O -0.1386 -1.0568 0.7194 -0.595
C 0.7939 -0.4787 -0.1837 -0.098
C 0.9664 0.9937 0.1227 -0.088
O -0.2816 1.6614 0.2314 -0.579
C -0.8331 2.0630 -1.0086 -0.258
H -0.4948 -2.8045 -0.3440 0.185
H -0.8670 -2.8124 1.3912 0.183
H 0.8302 -2.8929 0.8319 0.188
H 0.4663 -0.6340 -1.2202 0.179
H 1.7524 -1.0013 -0.0757 0.193
H 1.5745 1.4353 -0.6718 0.197
H 1.4633 1.1205 1.0842 0.196
H -1.8537 2.3911 -0.8192 0.191
H -0.8649 1.2396 -1.7301 0.175
H -0.2609 2.8919 -1.4313 0.192
```

Results
Net charge: +1
LUMO level in eV: -3.35
Electronic energy in a.u.: -328.80415
ΔE to the lowest compared entry with this formula, charge and spin in kJ/mol: 0.0
Kohn-Sham gap in eV: 10.1281


Entry from the OMol25 dataset: an isolated molecule of C4H10FP at a distorted geometry (ωB97M-V with the def2-TZVPD basis set).

Geometry as XYZ:
```
16
Properties=species:S:1:pos:R:3:nbo_charge:R:1
C 1.5470 -1.0629 0.1444 -0.647
C 0.1830 -0.6917 -0.5319 -0.545
C 0.2667 -0.3089 -2.0460 -0.673
P -0.9193 0.2232 0.3863 1.429
C -1.0799 1.5920 1.6767 -0.942
F -1.2798 -0.9526 1.4983 -0.593
H 1.2799 -1.0540 1.2359 0.214
H 2.0640 -1.9193 -0.2170 0.219
H 2.3920 -0.3428 -0.2170 0.189
H -0.6714 -0.6562 -2.4638 0.220
H 0.8062 -1.2085 -2.5452 0.224
H 0.5686 0.7214 -2.2029 0.217
H -1.9270 0.1971 -0.6133 -0.033
H -0.3615 1.3246 2.3776 0.239
H -2.0284 1.5905 2.2281 0.250
H -0.8402 2.5480 1.2897 0.232
```

Results
Net charge: 0
SMILES: CC(C)=[P@H](C)F
LUMO level in eV: 0.77
Electronic energy in a.u.: -599.52990
ΔE to the lowest compared entry with this formula, charge and spin in kJ/mol: 160.8
Kohn-Sham gap in eV: 8.2168


Entry from the OMol25 dataset: a structure of composition C4H10GdO2 at a distorted geometry (ωB97M-V with the def2-TZVPD basis set).

Geometry as XYZ:
```
17
Properties=species:S:1:pos:R:3:lowdin_spin:R:1
C -1.3550 -0.3219 -1.6467 -0.117
O -0.9218 1.0318 -1.1797 -0.006
C -1.0706 1.2943 0.1931 0.000
C -0.3245 0.2897 1.0631 0.001
O 0.9390 0.0293 0.4569 0.012
C 1.8312 -0.7118 1.2758 0.004
H -1.9801 -0.1362 -2.5333 -0.004
H -2.0125 -0.7638 -0.8792 -0.006
H -2.1344 1.2881 0.4866 0.000
H -0.6665 2.3019 0.3591 0.000
H -0.8728 -0.6597 1.1621 0.000
H -0.1750 0.7101 2.0685 0.000
H 2.0833 -0.1306 2.1736 0.000
H 1.3766 -1.6704 1.5683 0.000
H 2.7388 -0.8959 0.6902 0.002
H 1.6515 -1.3270 -3.3977 -0.183
Gd 0.8930 -0.3280 -1.8606 7.296
```

Results
Multiplicity: 8
Net charge: +1
LUMO level (alpha / beta) in eV: -5.17 / -4.06
Electronic energy in a.u.: -1074.16652
ΔE to the lowest compared entry with this formula, charge and spin in kJ/mol: 3.2
Kohn-Sham gap (alpha / beta) in eV: 7.6005 / 9.2076


Entry from the OMol25 dataset: a cluster of 3 separate species, C4H10IN2O2 in total at a distorted geometry (ωB97M-V with the def2-TZVPD basis set).

Geometry as XYZ:
```
19
Properties=species:S:1:pos:R:3:nbo_charge:R:1
I 12.3896 -13.6517 7.3603 -0.943
O 12.6998 -9.9667 8.7820 -0.599
C 13.9099 -9.8890 8.8609 0.680
N 14.5245 -8.9917 9.7024 -0.851
C 14.8649 -10.7618 8.0147 -0.722
H 14.0338 -8.3386 10.2782 0.394
H 15.4980 -9.1856 9.8543 0.377
H 15.8702 -10.6259 8.4117 0.179
H 14.6583 -10.4287 7.0049 0.246
H 14.5234 -11.7709 8.2612 0.284
O 15.0989 -14.4822 2.4941 -0.700
C 14.3768 -14.4739 3.5077 0.670
N 14.8687 -14.2998 4.7224 -0.821
C 12.8724 -14.6028 3.3129 -0.714
H 15.8760 -14.2924 4.7483 0.387
H 14.2923 -14.2462 5.5607 0.441
H 12.2880 -14.2282 4.1528 0.251
H 12.6979 -15.6780 3.2163 0.221
H 12.6055 -14.1026 2.3892 0.221
```

Results
Net charge: -1
LUMO level in eV: 3.15
Electronic energy in a.u.: -716.23948
ΔE to the lowest compared entry with this formula, charge and spin in kJ/mol: 95.2
Kohn-Sham gap in eV: 7.0076